(1)
The following is a DFT calculation (ωB97M-V with the def2-TZVPD basis set) of a cluster of 6 separate species, C22H44Cl2O10S5 in total in a non-equilibrium geometry.

As for the highest occupied orbital energy: -10.11 eV. The value obtained for the orbital gap is 10.38 eV. For the energy, the calculation gives -4528.29998 hartree. The calculation puts the strongest force on any atom at 0.0350 Eh/bohr. Its SMILES is O=S1(=O)CCCC1.O=S1(=O)CCCC1.O=S1(=O)CCCC1.O=S1(=O)CCCC1.O=S1(=O)CCCC1.ClCCCl. Its relative energy (zero: lowest compared OMol25 entry of this formula, charge and spin) is 0.0 kJ/mol.

Structure (ORCA input):
```
! RIJCOSX wB97M-V def2-TZVPD def2/J DEFGRID3
* xyz 0 1
O 4.839 -0.913 2.353
S 5.267 -0.358 1.091
O 6.551 0.298 1.000
C 5.043 -1.584 -0.244
C 3.682 -1.247 -0.899
C 3.661 0.291 -0.937
C 3.930 0.742 0.475
H 5.297 -2.590 0.075
H 5.756 -1.324 -1.034
H 3.694 -1.735 -1.869
H 2.905 -1.612 -0.220
H 2.698 0.647 -1.298
H 4.484 0.557 -1.605
H 3.094 0.584 1.164
H 4.159 1.787 0.685
O 0.098 -3.054 1.720
S -0.057 -4.437 2.141
O -1.150 -4.733 3.028
C -0.100 -5.641 0.735
C 1.285 -6.245 0.639
C 1.839 -6.315 2.064
C 1.533 -5.020 2.775
H -0.494 -5.192 -0.170
H -0.731 -6.407 1.190
H 1.270 -7.267 0.255
H 1.943 -5.724 -0.060
H 2.907 -6.540 2.024
H 1.411 -7.148 2.630
H 2.231 -4.229 2.489
H 1.472 -5.004 3.861
O 2.293 0.499 -6.463
S 0.980 1.073 -6.631
O 0.095 0.619 -7.712
C -0.003 0.942 -5.113
C -0.286 2.372 -4.671
C -0.229 3.295 -5.894
C 1.069 2.923 -6.601
H 0.567 0.318 -4.425
H -0.878 0.327 -5.311
H -1.233 2.468 -4.138
H 0.463 2.767 -3.979
H -0.225 4.309 -5.491
H -1.067 3.205 -6.586
H 1.937 3.046 -5.950
H 1.265 3.315 -7.593
O -6.277 0.643 2.375
S -5.067 0.597 3.170
O -4.240 1.779 3.345
C -5.401 -0.161 4.844
C -4.636 -1.478 4.781
C -3.436 -1.359 3.851
C -4.003 -0.763 2.583
H -6.473 -0.310 4.910
H -4.972 0.581 5.511
H -4.304 -1.813 5.770
H -5.224 -2.344 4.461
H -2.966 -2.341 3.773
H -2.685 -0.738 4.352
H -4.610 -1.532 2.096
H -3.352 -0.474 1.762
O 1.602 3.298 0.318
S 0.192 3.630 0.315
O -0.777 2.652 -0.161
C -0.379 4.203 1.956
C -1.416 5.281 1.695
C -0.926 6.030 0.431
C -0.146 5.170 -0.587
H 0.496 4.714 2.369
H -0.542 3.250 2.453
H -2.409 4.846 1.565
H -1.540 6.024 2.479
H -0.203 6.764 0.802
H -1.684 6.623 -0.078
H 0.801 5.641 -0.826
H -0.749 4.896 -1.446
Cl -0.170 -1.498 -2.577
C -0.366 -0.438 -1.143
C -1.554 -0.799 -0.267
Cl -3.081 -0.917 -1.129
H -0.328 0.593 -1.478
H 0.525 -0.642 -0.549
H -1.650 0.010 0.459
H -1.314 -1.687 0.315
*
```



(2)
The following is a DFT calculation (ωB97M-V with the def2-TZVPD basis set) of the molecule C12H12N2S in a non-equilibrium geometry.

As for the highest occupied orbital energy: -8.12 eV. The value obtained for the orbital gap is 7.49 eV. For the energy, the calculation gives -971.96611 hartree. The calculation puts the strongest force on any atom at 0.1158 Eh/bohr. Its relative energy (zero: lowest compared OMol25 entry of this formula, charge and spin) is 535.1 kJ/mol.

Structure (ORCA input):
```
! RIJCOSX wB97M-V def2-TZVPD def2/J DEFGRID3
* xyz 0 1
C 1.731 2.131 -0.053
C 3.323 -0.880 -0.474
C 1.416 0.788 0.165
C 2.150 -0.309 -0.140
C -0.900 0.333 -0.553
C -1.325 -0.840 -0.991
C 0.081 0.264 0.636
C 0.490 -1.205 0.777
C -1.312 1.509 -1.342
C -2.079 -0.948 -2.302
C -0.438 1.022 1.923
C 0.832 -1.832 2.144
N 2.151 3.136 -0.388
N 4.354 -1.262 -0.874
S -0.413 -2.199 -0.267
H -2.318 1.513 -1.586
H -0.735 1.658 -2.196
H -1.118 2.356 -0.683
H -2.748 -0.131 -2.380
H -2.714 -1.747 -2.213
H -1.433 -1.134 -3.052
H -0.825 0.390 2.569
H -1.212 1.758 1.496
H 0.346 1.587 2.453
H 1.752 -1.293 2.683
H 0.962 -2.825 1.945
H -0.019 -1.843 2.704
*
```



(3)
The following is a DFT calculation (ωB97M-V with the def2-TZVPD basis set) of a cluster of 4 separate species, C33H82ClFN10O6P3S in total in a non-equilibrium geometry.

As for the highest occupied orbital energy: -7.68 eV. The value obtained for the orbital gap is 7.13 eV. For the energy, the calculation gives -4287.66605 hartree. The calculation puts the strongest force on any atom at 0.1321 Eh/bohr. As for the expectation value of S²: 0.754.

Structure (ORCA input):
```
! RIJCOSX wB97M-V def2-TZVPD def2/J DEFGRID3
* xyz 0 2
C 0.356 1.234 -2.352
C -0.711 1.824 -3.280
F -1.923 1.922 -2.604
C -0.845 1.133 -4.649
C 0.526 1.350 -5.352
C 0.628 0.697 -6.749
C 1.469 -0.601 -6.735
C 2.929 -0.366 -6.276
S 3.327 -1.014 -4.641
O 4.694 -1.437 -4.723
O 3.188 -0.003 -3.635
Cl 2.190 -2.635 -4.139
C -1.244 -0.353 -4.552
C -2.766 -0.664 -4.468
C -2.967 -1.520 -3.185
C -3.168 -1.588 -5.637
N -3.627 0.515 -4.309
O -4.866 0.227 -4.178
C -3.379 1.605 -5.265
C -4.076 2.872 -4.658
C -4.068 1.408 -6.637
C -1.878 1.960 -5.470
H 0.047 1.358 -1.312
H 0.576 0.178 -2.520
H 1.299 1.768 -2.486
H -0.395 2.854 -3.498
H 1.362 1.011 -4.737
H 0.608 2.435 -5.493
H -0.360 0.415 -7.129
H 1.041 1.368 -7.508
H 0.968 -1.370 -6.147
H 1.498 -0.957 -7.769
H 3.605 -0.796 -7.012
H 3.125 0.706 -6.205
H -0.856 -0.941 -5.385
H -0.761 -0.775 -3.666
H -2.828 -0.878 -2.311
H -3.989 -1.900 -3.177
H -2.267 -2.358 -3.172
H -2.500 -2.452 -5.608
H -3.015 -1.115 -6.610
H -4.201 -1.916 -5.523
H -3.666 3.795 -5.067
H -5.116 2.832 -4.999
H -4.117 2.842 -3.571
H -3.439 0.870 -7.351
H -5.066 0.983 -6.540
H -4.193 2.414 -7.051
H -1.729 3.003 -5.179
H -1.688 1.939 -6.547
O -4.844 4.114 0.485
P -3.779 3.561 1.405
N -4.206 1.906 1.353
C -4.525 1.039 2.467
C -4.220 1.259 0.049
N -4.305 4.331 2.849
C -4.521 3.677 4.123
C -5.212 5.464 2.709
N -2.237 3.238 2.179
C -1.439 4.477 2.363
C -1.353 2.281 1.484
H -3.772 1.081 3.260
H -4.558 -0.006 2.158
H -5.506 1.274 2.893
H -3.218 0.903 -0.230
H -4.553 1.944 -0.733
H -4.900 0.407 0.022
H -5.490 3.164 4.162
H -4.507 4.413 4.933
H -3.730 2.969 4.365
H -6.245 5.142 2.535
H -4.908 6.108 1.888
H -5.191 6.078 3.613
H -1.161 4.926 1.404
H -0.528 4.258 2.923
H -1.989 5.220 2.936
H -1.207 2.544 0.432
H -1.744 1.267 1.540
H -0.376 2.250 1.968
O 3.027 -0.586 1.953
P 4.233 0.198 1.488
N 4.905 -0.942 0.407
C 6.240 -1.499 0.420
C 4.063 -1.396 -0.694
N 5.072 0.232 2.989
C 6.461 -0.123 3.191
C 4.301 -0.070 4.189
N 5.263 1.497 0.916
C 4.954 2.787 1.585
C 5.216 1.767 -0.536
H 7.015 -0.728 0.486
H 6.451 -2.041 -0.503
H 6.374 -2.210 1.242
H 4.114 -0.711 -1.544
H 3.016 -1.464 -0.389
H 4.346 -2.390 -1.044
H 6.602 -1.210 3.250
H 6.830 0.308 4.126
H 7.108 0.280 2.413
H 4.159 -1.151 4.322
H 3.324 0.406 4.157
H 4.810 0.321 5.074
H 3.943 3.133 1.349
H 5.665 3.553 1.274
H 5.037 2.702 2.666
H 4.194 1.901 -0.899
H 5.685 0.965 -1.103
H 5.783 2.669 -0.769
O -0.676 -2.012 4.529
P 0.139 -3.178 5.041
N 0.654 -3.830 3.547
C 0.460 -5.177 3.059
C 1.413 -2.955 2.658
N -1.156 -4.068 5.737
C -1.429 -5.473 5.518
C -2.401 -3.351 5.986
N 1.263 -4.155 5.969
C 1.207 -3.840 7.419
C 2.684 -4.049 5.583
H 0.767 -5.936 3.786
H 1.066 -5.366 2.172
H -0.582 -5.358 2.774
H 2.482 -2.962 2.907
H 1.071 -1.924 2.723
H 1.310 -3.248 1.612
H -1.952 -5.646 4.569
H -2.064 -5.865 6.319
H -0.525 -6.079 5.545
H -3.000 -3.244 5.074
H -2.208 -2.362 6.392
H -3.001 -3.882 6.731
H 1.524 -2.812 7.623
H 1.850 -4.520 7.979
H 0.201 -3.965 7.812
H 3.024 -3.010 5.541
H 2.867 -4.515 4.616
H 3.310 -4.584 6.298
*
```



(4)
The following is a DFT calculation (ωB97M-V with the def2-TZVPD basis set) of a structure of composition C5H9NO2 in a non-equilibrium geometry.

As for the highest occupied orbital energy: -9.33 eV. The value obtained for the orbital gap is 9.43 eV. For the energy, the calculation gives -401.03906 hartree. The calculation puts the strongest force on any atom at 0.1144 Eh/bohr. Its relative energy (zero: lowest compared OMol25 entry of this formula, charge and spin) is 361.5 kJ/mol.

Structure (ORCA input):
```
! RIJCOSX wB97M-V def2-TZVPD def2/J DEFGRID3
* xyz 0 1
C -0.843 -2.428 0.176
C 1.127 1.480 -0.924
N -0.480 0.352 0.597
C -1.161 -1.583 -1.036
C 0.542 1.231 0.431
C 0.989 1.782 1.587
O -1.103 -0.254 -0.881
O -1.481 -2.034 -2.107
H -1.448 0.722 0.420
H -0.964 -3.478 -0.082
H 0.182 -2.240 0.501
H -1.502 -2.155 1.001
H 1.508 0.551 -1.343
H 0.353 1.830 -1.605
H 1.947 2.194 -0.863
H 1.718 2.575 1.581
H 0.618 1.456 2.547
*
```



What is the highest occupied orbital energy in the first record?
-10.11 eV



Which value of strongest force on any atom does entry 4 give?
0.1144 Eh/bohr



Look up the highest occupied orbital energy of the second one.
-8.12 eV